[1]
This record from the OMol25 dataset describes an isolated ion of composition C8H7O7 and charge -1 at a distorted geometry. The level of theory is ωB97M-V/def2-TZVPD.

```
22
C8H7O7 (ωB97M-V/def2-TZVPD)
C 2.714 0.663 0.467
C 2.544 -0.705 0.197
C 1.240 -0.833 -0.320
C 0.719 0.530 -0.290
C -1.684 0.955 1.634
C -1.637 0.364 0.438
C -0.664 0.904 -0.614
C -2.567 -0.929 0.193
O -0.866 0.358 -1.855
O -0.848 2.323 -0.814
O 1.656 1.337 0.212
O 3.492 -1.618 0.486
O 0.573 -1.996 -0.617
O -2.243 -1.803 -0.655
O -3.539 -0.992 0.911
H 3.517 1.195 0.974
H -2.345 0.521 2.286
H -0.927 1.690 1.807
H 3.435 -2.288 -0.203
H -1.613 -0.334 -1.885
H -0.359 -1.831 -0.574
H -0.599 2.490 -1.778
```

Net charge   -1
Strongest force on any atom   4.23 eV/Å
E_HOMO   -4.56 eV
SMILES   C=C(C(=O)[O-])C(O)(O)c1occ(O)c1O

Mulliken population analysis, charges in e, atoms 1 to 2:
1 C -0.5908
2 C 0.4213



[2]
This record from the OMol25 dataset describes one molecule with the formula C5H4O3 at a distorted geometry. The level of theory is ωB97M-V/def2-TZVPD.

```
12
C5H4O3 (ωB97M-V/def2-TZVPD)
C -0.310 0.930 0.686
C -0.238 1.026 -0.661
C 0.120 -0.065 -1.512
C 0.237 -1.346 -0.699
C 0.095 -1.411 0.614
H -0.549 1.592 2.398
H -0.185 2.074 -0.985
H 0.631 -2.235 -1.240
H 0.424 -2.212 1.234
O -0.496 1.970 1.504
O 0.447 -0.039 -2.684
O -0.176 -0.284 1.345
```

Net charge   0
Strongest force on any atom   2.32 eV/Å
E_HOMO   -9.49 eV
SMILES   O=c1ccoc(O)c1

Mulliken population analysis, charges in e, atoms 1 to 2:
1 C 0.6017
2 C -0.4871



[3]
This record from the OMol25 dataset describes a 2-piece molecular cluster, C3H8O2S overall at a distorted geometry. The level of theory is ωB97M-V/def2-TZVPD.

```
14
C3H8O2S (ωB97M-V/def2-TZVPD)
C -2.239 -0.331 1.232
S -0.821 0.565 0.525
C -0.947 0.154 -1.284
H -3.142 0.261 1.044
H -2.312 -1.284 0.693
H -1.969 -0.525 2.294
H -0.190 0.795 -1.755
H -1.942 0.447 -1.554
H -0.676 -0.863 -1.521
O 4.363 0.361 0.383
C 3.249 0.219 -0.089
O 2.238 -0.601 0.348
H 2.917 0.819 -0.928
H 1.470 -0.019 0.612
```

Net charge   +1
Strongest force on any atom   3.42 eV/Å
E_HOMO (spin up / spin down)   -14.04 / -14.00 eV
2S+1   2

Mulliken population analysis, charges in e, atoms 1 to 2:
1 C -0.8102
2 S 0.3723



[4]
This record from the OMol25 dataset describes a 7-piece molecular cluster, C16H53NO21P5 overall at a distorted geometry. The level of theory is ωB97M-V/def2-TZVPD.

```
96
C16H53NO21P5 (ωB97M-V/def2-TZVPD)
N 0.273 0.187 0.284
H 0.450 1.029 -0.317
H 0.781 0.142 1.173
H 0.442 -0.665 -0.268
H -0.729 0.185 0.531
C -2.645 2.119 -1.549
O -3.292 0.873 -1.767
P -3.687 -0.053 -0.530
O -2.568 -0.417 0.346
O -4.872 0.730 0.193
C -6.071 1.018 -0.531
O -4.369 -1.333 -1.215
C -4.941 -2.317 -0.314
H -1.808 2.197 -2.237
H -2.352 2.297 -0.514
H -3.305 2.941 -1.841
H -6.922 0.756 0.099
H -6.176 0.422 -1.439
H -6.086 2.087 -0.739
H -6.004 -2.398 -0.532
H -4.867 -2.001 0.727
H -4.353 -3.210 -0.511
C 2.776 3.718 0.774
O 2.306 4.345 -0.417
P 1.699 3.488 -1.615
O 0.822 2.413 -1.108
O 1.025 4.552 -2.575
C -0.148 5.239 -2.163
O 3.007 2.921 -2.363
C 3.962 3.830 -2.876
H 3.840 3.934 0.879
H 2.621 2.640 0.717
H 2.262 4.115 1.645
H -0.493 4.945 -1.170
H -0.979 4.983 -2.825
H -0.003 6.315 -2.221
H 4.758 4.089 -2.176
H 3.545 4.712 -3.365
H 4.450 3.297 -3.699
C 1.427 2.706 4.660
O 0.000 2.748 4.606
P -0.733 1.409 4.128
O -0.607 1.097 2.704
O -0.091 0.353 5.122
C -0.638 -0.947 5.264
O -2.238 1.556 4.617
C -2.570 1.741 5.982
H 1.796 3.565 4.103
H 1.901 1.798 4.281
H 1.739 2.778 5.703
H -1.594 -1.087 4.754
H -0.915 -1.092 6.313
H 0.023 -1.780 5.035
H -1.993 1.134 6.686
H -3.600 1.458 6.190
H -2.414 2.781 6.266
C -1.868 -3.110 1.830
O -1.782 -3.697 0.540
P -0.477 -3.698 -0.338
O 0.365 -2.509 -0.193
O 0.259 -5.084 0.022
C 1.604 -5.195 -0.472
O -1.054 -4.033 -1.784
C -1.247 -2.978 -2.738
H -0.945 -2.745 2.282
H -2.272 -3.895 2.474
H -2.578 -2.283 1.810
H 1.909 -6.238 -0.397
H 2.248 -4.604 0.176
H 1.658 -4.947 -1.533
H -0.682 -2.073 -2.515
H -2.313 -2.772 -2.823
H -0.910 -3.348 -3.706
C 3.190 -1.445 -1.125
O 3.090 -0.776 -2.363
P 1.974 -1.137 -3.450
O 0.643 -0.607 -3.123
O 2.120 -2.726 -3.635
C 1.204 -3.435 -4.451
O 2.640 -0.581 -4.791
C 3.114 0.770 -4.900
H 2.342 -2.119 -0.984
H 3.126 -0.739 -0.287
H 4.148 -1.941 -0.965
H 0.828 -4.339 -3.974
H 1.678 -3.751 -5.383
H 0.355 -2.824 -4.765
H 4.148 0.705 -4.562
H 2.540 1.425 -4.243
H 3.020 1.168 -5.906
C 2.619 -1.829 2.607
O 2.205 -0.478 2.366
H 3.394 -2.164 1.909
H 3.083 -1.860 3.599
H 1.750 -2.476 2.521
H 3.033 0.017 2.368
```

Net charge   +1
Strongest force on any atom   2.01 eV/Å
E_HOMO   -12.55 eV

Mulliken population analysis, charges in e, atoms 1 to 2:
1 N 2.0598
2 H 0.3069



[5]
This record from the OMol25 dataset describes C15H25O4PY as an isolated structure at a distorted geometry. The level of theory is ωB97M-V/def2-TZVPD.

```
46
C15H25O4PY (ωB97M-V/def2-TZVPD)
Y -0.106 1.214 -1.620
C 1.787 -0.044 -2.285
O 2.707 -0.622 -2.684
C 1.736 2.436 -2.777
O 2.730 2.874 -3.167
C 1.017 2.901 -0.328
O 1.668 3.641 0.270
C -0.164 0.287 -3.966
O 0.008 -0.224 -4.983
C -2.449 2.866 -2.415
H -3.012 2.008 -2.826
H -2.725 3.192 -1.398
C -1.417 3.449 -3.105
H -0.822 4.253 -2.664
H -1.098 3.088 -4.082
C 1.912 0.900 2.178
C 1.655 0.022 0.942
C 2.474 -1.268 0.895
P -0.201 -0.219 0.780
C -1.025 -1.193 -0.632
C -0.929 -2.716 -0.478
C -2.504 -0.734 -0.706
C -0.758 -1.140 2.266
C 0.085 -2.370 2.652
C -0.909 -0.197 3.481
H 2.088 0.287 3.074
H 1.088 1.602 2.380
H 2.812 1.499 1.989
H 1.926 0.619 0.042
H 1.883 -2.175 0.750
H 3.191 -1.211 0.062
H 3.064 -1.372 1.817
H -0.485 -0.961 -1.598
H -1.498 -3.070 0.395
H -1.367 -3.181 -1.378
H 0.112 -3.057 -0.410
H -2.632 0.363 -0.806
H -2.995 -1.209 -1.572
H -3.039 -1.043 0.212
H -1.769 -1.495 1.990
H 1.043 -2.074 3.098
H -0.473 -2.942 3.412
H 0.272 -3.057 1.819
H -1.315 0.779 3.183
H -1.615 -0.654 4.192
H 0.048 -0.048 4.000
```

Net charge   +3
Strongest force on any atom   7.29 eV/Å
E_HOMO   -19.07 eV

Mulliken population analysis, charges in e, atoms 1 to 2:
1 Y -0.4150
2 C 0.3443



[6]
This record from the OMol25 dataset describes a 2-piece molecular cluster, C8H8N2O3 overall at a distorted geometry. The level of theory is ωB97M-V/def2-TZVPD.

```
21
C8H8N2O3 (ωB97M-V/def2-TZVPD)
C 2.782 0.700 0.177
C 2.789 -0.662 0.451
C 1.609 1.287 -0.243
C 1.684 -1.497 0.265
C 0.432 0.520 -0.369
C 0.512 -0.858 -0.142
C -3.354 -0.293 -0.060
C -0.697 -1.584 -0.075
N -1.374 -2.400 0.382
N -4.327 0.736 -0.359
O -2.192 -3.169 0.762
O -5.388 0.472 -0.828
O -3.976 1.912 -0.101
H 3.437 1.368 0.632
H 3.489 -1.157 1.169
H 1.594 2.357 -0.481
H 1.575 -2.445 0.674
H -0.615 0.851 -0.566
H -2.491 0.280 0.286
H -3.849 -0.986 0.661
H -3.194 -0.878 -1.005
```

Net charge   0
Strongest force on any atom   3.51 eV/Å
E_HOMO   -9.31 eV
SMILES   [O-][N+]#Cc1ccccc1.C[N+](=O)[O-]

Mulliken population analysis, charges in e, atoms 1 to 2:
1 C -0.6619
2 C -0.0895



[7]
This record from the OMol25 dataset describes a 2-piece molecular cluster, C4H4O3 overall at a distorted geometry. The level of theory is ωB97M-V/def2-TZVPD.

```
11
C4H4O3 (ωB97M-V/def2-TZVPD)
C 1.305 0.928 -0.428
C 0.105 1.371 -0.769
O -0.932 1.758 -1.115
C -1.697 -0.647 0.383
O -2.680 -0.129 0.019
C -0.589 -1.214 0.838
O 0.393 -1.697 0.007
H 1.593 0.966 0.615
H 2.044 0.840 -1.212
H 0.925 -0.907 -0.255
H -0.467 -1.270 1.916
```

Net charge   0
Strongest force on any atom   1.04 eV/Å
E_HOMO   -8.86 eV
SMILES   O=C=CO.C=C=O

Mulliken population analysis, charges in e, atoms 1 to 2:
1 C -1.2933
2 C 0.9083



[8]
This record from the OMol25 dataset describes a 2-piece molecular cluster, C11H15N overall at a distorted geometry. The level of theory is ωB97M-V/def2-TZVPD.

```
27
C11H15N (ωB97M-V/def2-TZVPD)
C 2.982 -1.354 -1.470
C 1.062 0.762 0.965
C 1.311 0.401 -0.352
C 2.324 -0.629 -0.372
C 2.680 -0.758 0.933
C 0.105 1.675 1.294
C -0.617 2.337 0.280
C 0.623 1.066 -1.382
C -0.320 2.047 -1.052
N 1.922 -0.031 1.802
H 1.410 -0.292 2.630
H -0.102 1.818 2.349
H 3.541 -1.373 1.211
H -1.311 3.104 0.601
H 1.053 1.141 -2.369
H 2.342 -1.989 -2.058
H 3.835 -1.887 -1.048
H -1.056 2.329 -1.813
H 3.432 -0.727 -2.258
C -3.279 -0.539 -0.425
C -2.971 -1.370 0.889
H -4.253 -0.800 -0.825
H -3.264 0.518 -0.165
H -2.440 -0.766 -1.056
H -3.378 -2.375 0.773
H -3.669 -1.039 1.670
H -1.963 -1.271 1.249
```

Net charge   0
Strongest force on any atom   3.27 eV/Å
E_HOMO   -7.89 eV
SMILES   Cc1c[nH]c2ccccc12.CC

Mulliken population analysis, charges in e, atoms 1 to 2:
1 C -1.2258
2 C -0.3753



[9]
This record from the OMol25 dataset describes one molecule with the formula C3HCl4NSi at a distorted geometry. The level of theory is ωB97M-V/def2-TZVPD.

```
10
C3HCl4NSi (ωB97M-V/def2-TZVPD)
C 0.788 -1.375 1.434
C -1.014 0.259 -1.456
C 1.041 -0.340 0.560
N 0.608 -2.167 2.255
Si -0.243 0.955 0.100
Cl 2.509 -0.449 -0.326
Cl -2.339 -0.775 -1.415
Cl -1.600 1.089 1.563
Cl 0.660 2.677 -0.369
H -0.411 0.126 -2.346
```

Net charge   0
Strongest force on any atom   1.60 eV/Å
E_HOMO (spin up / spin down)   -9.18 / -9.49 eV

Mulliken population analysis, charges in e, atoms 1 to 2:
1 C 0.1362
2 C -0.3865



[10]
This record from the OMol25 dataset describes C4H7NO2 as an isolated structure at a distorted geometry. The level of theory is ωB97M-V/def2-TZVPD.

```
14
C4H7NO2 (ωB97M-V/def2-TZVPD)
C -1.450 -0.980 -0.816
C 0.274 -0.315 -0.228
C 1.127 -1.039 0.737
O 1.737 -0.387 -0.369
C -0.231 1.031 0.093
O -1.437 1.172 0.133
N 0.658 2.012 0.319
H -1.212 -1.971 -0.513
H -2.489 -0.723 -0.438
H -1.430 -0.800 -1.880
H 1.322 -0.614 1.720
H 1.173 -2.132 0.697
H 0.321 2.956 0.391
H 1.629 1.810 0.179
```

Net charge   0
Strongest force on any atom   2.18 eV/Å
E_HOMO   -9.70 eV

Mulliken population analysis, charges in e, atoms 1 to 2:
1 C -0.8338
2 C 0.5234



[11]
This record from the OMol25 dataset describes a 2-piece molecular cluster, C7H17Cl2OSi overall. The level of theory is ωB97M-V/def2-TZVPD.

```
28
C7H17Cl2OSi (ωB97M-V/def2-TZVPD)
C -4.125 -1.081 0.298
C -3.479 -0.404 -0.921
Si -2.046 0.774 -0.557
Cl -1.703 0.845 1.481
C -0.562 0.250 -1.547
C 0.774 0.992 -1.300
C 1.772 0.252 -0.394
C 1.790 0.711 1.079
O 3.097 0.680 1.590
C 3.462 -0.614 2.028
H -4.785 -0.379 0.810
H -4.769 -1.905 -0.021
H -3.391 -1.469 1.000
H -3.073 -1.188 -1.570
H -4.221 0.135 -1.515
H -2.444 2.137 -0.984
H -0.870 0.423 -2.587
H -0.421 -0.829 -1.436
H 1.266 1.071 -2.273
H 0.622 2.020 -0.956
H 1.609 -0.826 -0.461
H 2.794 0.419 -0.742
H 1.463 1.754 1.129
H 1.122 0.086 1.686
H 2.871 -0.879 2.924
H 4.523 -0.627 2.236
H 3.267 -1.371 1.268
Cl 5.458 -0.979 -0.264
```

Net charge   -1
Strongest force on any atom   0.73 eV/Å
E_HOMO   -3.64 eV

Mulliken population analysis, charges in e, atoms 1 to 2:
1 C -1.1968
2 C -0.4960



[12]
This record from the OMol25 dataset describes C36H35Cl2NO4SiY as an isolated structure at a distorted geometry. The level of theory is ωB97M-V/def2-TZVPD.

```
80
C36H35Cl2NO4SiY (ωB97M-V/def2-TZVPD)
Y -0.047 0.536 0.121
C -1.222 -3.013 -0.468
O -0.677 -1.838 -1.078
C 0.371 -2.118 -2.008
C 1.709 -2.116 -1.294
O 2.108 -0.776 -0.980
C 2.994 -0.219 -1.961
H -1.629 -3.674 -1.234
H -2.021 -2.691 0.195
H -0.470 -3.552 0.113
H 0.343 -1.321 -2.755
H 0.191 -3.075 -2.500
H 2.477 -2.603 -1.897
H 1.620 -2.647 -0.343
H 3.807 -0.918 -2.160
H 3.409 0.692 -1.547
H 2.470 0.006 -2.893
C 2.175 3.688 4.937
C 1.244 3.923 3.935
C 0.658 2.855 3.273
C 0.956 1.536 3.626
C 1.887 1.319 4.644
C 2.503 2.385 5.284
Si 0.010 0.109 2.807
C -1.764 0.119 3.484
C -2.777 -0.579 2.825
C -4.069 -0.619 3.327
C -4.377 0.060 4.498
C -3.388 0.776 5.158
C -2.094 0.801 4.657
C 0.823 -1.515 3.359
C 2.018 -1.954 2.783
C 2.642 -3.114 3.217
C 2.076 -3.863 4.241
C 0.886 -3.447 4.822
C 0.267 -2.284 4.383
H 2.634 4.521 5.453
H 0.967 4.936 3.678
H -0.083 3.053 2.497
H 2.128 0.304 4.939
H 3.230 2.199 6.065
H -2.553 -1.111 1.901
H -4.839 -1.174 2.806
H -5.384 0.034 4.892
H -3.626 1.317 6.065
H -1.328 1.361 5.182
H 2.481 -1.364 1.992
H 3.571 -3.436 2.763
H 2.562 -4.766 4.585
H 0.442 -4.027 5.621
H -0.663 -1.968 4.842
Cl 1.790 2.603 -0.821
C 1.914 4.174 -0.065
C 3.091 4.529 0.563
C 3.168 5.767 1.177
C 2.072 6.615 1.178
C 0.909 6.244 0.523
Cl -0.442 7.320 0.490
C 0.805 5.019 -0.143
N -0.339 4.622 -0.845
C -0.312 4.639 -2.276
C 0.664 5.340 -2.976
C 0.635 5.395 -4.360
C -0.378 4.759 -5.057
C -1.333 4.036 -4.361
C -1.308 3.951 -2.975
C -2.312 3.086 -2.245
C -1.581 2.030 -1.449
O -0.754 1.266 -2.019
O -1.771 1.926 -0.188
H 3.928 3.845 0.572
H 4.082 6.068 1.670
H 2.121 7.572 1.678
H -1.177 5.059 -0.485
H 1.443 5.860 -2.432
H 1.394 5.959 -4.887
H -0.424 4.819 -6.136
H -2.111 3.508 -4.899
H -2.933 2.570 -2.977
H -2.955 3.653 -1.573
```

Net charge   +1
Strongest force on any atom   2.35 eV/Å
E_HOMO   -9.99 eV

Mulliken population analysis, charges in e, atoms 1 to 2:
1 Y -0.1384
2 C -0.8504



[13]
This record from the OMol25 dataset describes C48H36Cl5N13PPbS as an isolated structure at a distorted geometry. The level of theory is ωB97M-V/def2-TZVPD.

```
105
C48H36Cl5N13PPbS (ωB97M-V/def2-TZVPD)
Pb 0.464 -0.209 0.508
C 6.141 -0.578 -3.407
C 6.773 -0.098 -2.262
C 6.083 0.017 -1.067
C 4.741 -0.327 -1.056
C 3.740 -0.368 -0.001
N 2.552 -0.720 -0.529
C 2.703 -1.026 -1.837
N 1.807 -1.522 -2.668
C 0.626 -1.987 -2.300
C -0.318 -2.560 -3.253
C -0.305 -2.686 -4.631
C -1.369 -3.332 -5.237
C -2.439 -3.805 -4.481
C -2.479 -3.645 -3.106
C -1.401 -3.036 -2.487
C -1.073 -2.721 -1.097
N -1.862 -3.037 -0.084
C -1.607 -2.720 1.170
N -0.559 -2.024 1.660
C -0.640 -1.957 3.004
N 0.289 -1.542 3.842
C 1.476 -1.109 3.472
N 1.905 -0.744 2.241
C 3.235 -0.498 2.273
N 4.052 -0.242 1.274
C 3.714 -0.679 3.634
C 4.974 -0.614 4.199
C 5.101 -0.955 5.534
C 3.997 -1.337 6.293
C 2.729 -1.383 5.739
C 2.596 -1.061 4.398
C -1.879 -2.579 3.440
C -2.463 -2.730 4.684
C -3.672 -3.402 4.751
C -4.265 -3.927 3.606
C -3.677 -3.790 2.357
C -2.483 -3.095 2.277
N 0.122 -2.102 -1.056
C 4.088 -0.774 -2.223
C 4.798 -0.920 -3.404
H 6.714 -0.692 -4.317
H 7.821 0.170 -2.307
H 6.563 0.360 -0.164
H 0.527 -2.300 -5.201
H -1.367 -3.477 -6.311
H -3.256 -4.312 -4.978
H -3.322 -3.991 -2.524
H 5.822 -0.319 3.601
H 6.078 -0.933 5.997
H 4.135 -1.605 7.331
H 1.867 -1.674 6.318
H -1.985 -2.326 5.563
H -4.162 -3.527 5.709
H -5.206 -4.455 3.701
H -4.122 -4.223 1.474
H 4.318 -1.297 -4.293
Cl -2.503 0.663 1.844
C -1.292 1.352 2.876
C -0.017 1.537 2.351
C 0.898 2.105 3.230
Cl 2.520 2.338 2.685
C 0.586 2.491 4.529
Cl 1.753 3.235 5.555
C -0.689 2.238 5.019
Cl -1.074 2.620 6.655
C -1.638 1.651 4.188
Cl -3.197 1.258 4.817
C -5.409 -1.277 -1.803
N -4.724 -0.831 -2.975
C -5.394 -0.718 -4.251
C -4.244 -0.367 -5.205
N -3.215 0.092 -4.293
C -3.496 -0.269 -3.005
S -2.536 0.050 -1.717
H -5.814 -2.276 -1.980
H -6.227 -0.603 -1.536
H -4.697 -1.316 -0.981
H -6.149 0.083 -4.212
H -5.900 -1.652 -4.515
H -4.510 0.436 -5.897
H -3.920 -1.240 -5.785
H -2.252 0.135 -4.584
C -0.590 4.515 -2.511
N -1.178 4.459 -1.187
C -0.570 5.483 -0.359
N 0.879 5.390 -0.287
C 1.423 5.406 -1.634
N 0.860 4.393 -2.511
C 1.267 3.066 -2.088
P 0.725 2.592 -0.344
C -1.050 3.142 -0.593
C 1.290 4.204 0.432
H -0.846 5.484 -2.956
H -1.016 3.716 -3.124
H -0.977 5.414 0.654
H -0.824 6.460 -0.786
H 2.508 5.265 -1.580
H 1.216 6.389 -2.071
H 2.360 3.003 -2.140
H 0.857 2.328 -2.788
H -1.545 3.138 0.382
H -1.557 2.414 -1.233
H 2.382 4.186 0.492
H 0.893 4.244 1.451
```

Net charge   -1
Strongest force on any atom   1.45 eV/Å
E_HOMO (spin up / spin down)   -3.73 / -3.77 eV

Mulliken population analysis, charges in e, atoms 1 to 2:
1 Pb 2.1561
2 C -0.6148